Run P
Entry from the Open Molecules 2025 dataset: one molecule with the formula C20H25N3O5S (ωB97M-V/def2-TZVPD).

Computed properties:
Structure (SMILES): CCOc1ccccc1C(=O)N[C@@H](C(=O)Nc1cccc(S(N)(=O)=O)c1)C(C)C
Frontier orbital gap: 9.039 eV
HOMO level: -8.6 eV

The geometry in ORCA input format:
```
! wB97M-V def2-TZVPD RIJCOSX def2/J DEFGRID3
* xyz 0 1
C 4.48 2.41 -2.52
C 3.73 1.72 -3.65
O 2.86 0.71 -3.19
C 3.34 -0.51 -2.79
C 4.67 -0.88 -2.92
C 5.11 -2.13 -2.53
C 4.22 -3.05 -1.99
C 2.89 -2.69 -1.86
C 2.43 -1.43 -2.24
C 0.97 -1.21 -2.04
O 0.22 -2.14 -1.73
N 0.50 0.04 -2.18
C -0.92 0.36 -2.13
C -1.30 0.57 -0.65
O -1.57 1.65 -0.17
N -1.27 -0.61 0.03
C -1.49 -0.84 1.38
C -1.39 -2.16 1.83
C -1.61 -2.47 3.16
C -1.94 -1.47 4.06
C -2.02 -0.17 3.61
S -2.44 1.13 4.74
N -3.99 1.53 4.20
O -2.58 0.60 6.07
O -1.58 2.26 4.53
C -1.80 0.16 2.29
C -1.24 1.58 -3.00
C -2.74 1.83 -3.01
C -0.73 1.37 -4.42
H 5.10 3.21 -2.92
H 3.78 2.84 -1.81
H 5.12 1.71 -1.99
H 4.42 1.33 -4.40
H 3.07 2.44 -4.14
H 5.39 -0.20 -3.34
H 6.15 -2.39 -2.64
H 4.55 -4.03 -1.68
H 2.17 -3.38 -1.46
H 1.14 0.79 -2.37
H -1.46 -0.52 -2.50
H -0.95 -1.42 -0.52
H -1.14 -2.94 1.13
H -1.53 -3.50 3.49
H -2.12 -1.67 5.11
H -4.67 1.47 4.94
H -4.00 2.44 3.76
H -1.87 1.19 1.98
H -0.74 2.45 -2.55
H -3.27 0.96 -3.41
H -2.97 2.68 -3.64
H -3.11 2.03 -2.01
H 0.35 1.20 -4.45
H -0.95 2.25 -5.03
H -1.21 0.51 -4.88
*
```


Run Q
Entry from the Open Molecules 2025 dataset: one molecule with the formula C20H25N3O5S (ωB97M-V/def2-TZVPD).

Computed properties:
Structure (SMILES): COCCCNC(=O)c1ccc(CNS(=O)(=O)c2ccc(NC(C)=O)cc2)cc1
Frontier orbital gap: 8.861 eV
HOMO level: -8.5 eV

The geometry in ORCA input format:
```
! wB97M-V def2-TZVPD RIJCOSX def2/J DEFGRID3
* xyz 0 1
C -4.23 -3.61 0.14
O -3.90 -2.31 -0.30
C -5.03 -1.56 -0.72
C -4.58 -0.20 -1.23
C -4.02 0.69 -0.12
N -2.79 0.15 0.41
C -1.60 0.75 0.27
O -1.46 1.89 -0.16
C -0.44 -0.09 0.69
C 0.58 0.45 1.47
C 1.71 -0.29 1.77
C 1.86 -1.57 1.26
C 3.14 -2.36 1.45
N 3.76 -2.73 0.21
S 4.77 -1.62 -0.53
O 5.84 -1.35 0.38
O 5.06 -2.17 -1.82
C 3.78 -0.14 -0.69
C 2.63 -0.17 -1.45
C 1.78 0.92 -1.44
C 2.09 2.05 -0.67
N 1.13 3.05 -0.60
C 1.21 4.25 0.05
C -0.11 4.99 0.01
O 2.20 4.69 0.58
C 3.30 2.10 0.01
C 4.13 1.00 0.01
C 0.82 -2.13 0.52
C -0.32 -1.40 0.24
H -4.91 -3.57 1.00
H -4.70 -4.19 -0.66
H -3.30 -4.08 0.44
H -5.73 -1.45 0.12
H -5.55 -2.11 -1.52
H -3.82 -0.34 -2.00
H -5.44 0.30 -1.68
H -4.75 0.79 0.69
H -3.79 1.69 -0.51
H -2.83 -0.83 0.66
H 0.48 1.46 1.84
H 2.49 0.15 2.37
H 2.93 -3.27 2.03
H 3.88 -1.77 1.99
H 3.15 -3.16 -0.47
H 2.40 -1.05 -2.04
H 0.86 0.89 -2.00
H 0.20 2.77 -0.89
H -0.28 5.37 -0.99
H -0.93 4.32 0.27
H -0.08 5.83 0.70
H 3.56 2.99 0.57
H 5.06 0.99 0.57
H 0.91 -3.14 0.15
H -1.10 -1.84 -0.37
*
```


Run R
Entry from the Open Molecules 2025 dataset: one molecule with the formula C20H25N3O5S (ωB97M-V/def2-TZVPD).

Computed properties:
Structure (SMILES): COc1ccc(OC)c(S(=O)(=O)N2CCC(C(=O)NCc3ccccn3)CC2)c1
Frontier orbital gap: 9.390 eV
HOMO level: -8.6 eV

The geometry in ORCA input format:
```
! wB97M-V def2-TZVPD RIJCOSX def2/J DEFGRID3
* xyz 0 1
C 6.45 2.90 -0.78
O 6.62 1.60 -1.30
C 5.72 0.65 -0.97
C 5.93 -0.63 -1.51
C 5.06 -1.66 -1.23
C 3.94 -1.46 -0.42
O 3.05 -2.48 -0.21
C 3.41 -3.38 0.82
C 3.74 -0.19 0.12
S 2.37 0.20 1.21
O 2.67 1.46 1.82
O 2.12 -0.92 2.09
N 1.13 0.44 0.11
C 0.30 1.60 0.33
C -0.75 1.36 1.41
C -1.60 0.13 1.09
C -2.51 0.37 -0.11
O -2.45 1.33 -0.84
N -3.42 -0.62 -0.29
C -4.41 -0.58 -1.34
C -5.76 -0.18 -0.80
C -5.96 1.10 -0.28
C -7.21 1.41 0.22
C -8.21 0.45 0.20
C -7.90 -0.79 -0.34
N -6.71 -1.10 -0.82
C -0.67 -1.07 0.84
C 0.36 -0.74 -0.23
C 4.61 0.85 -0.16
H 5.51 3.34 -1.12
H 6.47 2.90 0.31
H 7.28 3.48 -1.17
H 6.79 -0.78 -2.14
H 5.22 -2.64 -1.65
H 4.43 -3.76 0.68
H 3.32 -2.90 1.80
H 2.70 -4.21 0.75
H 0.97 2.41 0.63
H -0.18 1.86 -0.62
H -1.39 2.24 1.48
H -0.24 1.21 2.36
H -2.24 -0.09 1.95
H -3.51 -1.36 0.39
H -4.49 -1.57 -1.81
H -4.07 0.15 -2.07
H -5.16 1.81 -0.29
H -7.41 2.39 0.63
H -9.20 0.65 0.58
H -8.64 -1.58 -0.39
H -1.25 -1.95 0.53
H -0.14 -1.31 1.76
H 1.07 -1.57 -0.35
H -0.13 -0.55 -1.19
H 4.39 1.80 0.31
*
```


Run S
Entry from the Open Molecules 2025 dataset: one molecule with the formula C20H25N3O5S (ωB97M-V/def2-TZVPD).

Computed properties:
Structure (SMILES): CCOC(=O)c1cccc(NS(=O)(=O)c2c(C)[nH]c(C)c2C(=O)N2CCCC2)c1
Frontier orbital gap: 8.768 eV
HOMO level: -8.3 eV

The geometry in ORCA input format:
```
! wB97M-V def2-TZVPD RIJCOSX def2/J DEFGRID3
* xyz 0 1
C 5.68 0.15 -3.04
C 5.88 -0.86 -1.91
O 4.60 -1.15 -1.36
C 4.57 -2.07 -0.38
O 5.56 -2.64 0.01
C 3.20 -2.30 0.14
C 3.03 -3.26 1.14
C 1.77 -3.49 1.65
C 0.69 -2.76 1.20
C 0.85 -1.80 0.20
N -0.26 -1.11 -0.29
S -0.17 0.53 -0.63
O 0.74 0.76 -1.71
O 0.03 1.28 0.58
C -1.82 0.83 -1.16
C -2.32 1.18 -2.39
C -1.62 1.34 -3.69
N -3.66 1.38 -2.23
C -4.03 1.17 -0.93
C -5.44 1.32 -0.47
C -2.90 0.83 -0.23
C -2.70 0.41 1.18
O -2.44 -0.76 1.45
N -2.79 1.36 2.11
C -2.81 2.79 1.86
C -1.89 3.34 2.95
C -2.22 2.44 4.14
C -2.39 1.07 3.48
C 2.12 -1.57 -0.33
H 5.20 1.04 -2.65
H 6.65 0.41 -3.46
H 5.05 -0.28 -3.81
H 6.33 -1.79 -2.28
H 6.52 -0.45 -1.12
H 3.89 -3.81 1.48
H 1.63 -4.23 2.43
H -0.30 -2.93 1.61
H -1.09 -1.28 0.28
H -0.56 1.20 -3.52
H -1.80 2.32 -4.11
H -1.97 0.59 -4.40
H -4.29 1.64 -2.97
H -6.10 0.69 -1.07
H -5.77 2.35 -0.57
H -5.52 1.02 0.57
H -2.45 3.01 0.86
H -3.83 3.17 1.98
H -2.06 4.39 3.15
H -0.85 3.19 2.64
H -1.44 2.43 4.89
H -3.15 2.75 4.60
H -3.15 0.45 3.97
H -1.45 0.50 3.46
H 2.25 -0.82 -1.09
*
```


Of them, the most stable is run P and the least stable is run R.